C26H38O21 | ωB97M-V/def2-TZVPD

```
85
Properties=species:S:1:pos:R:3:forces:R:3
H 14.267 2.390 19.581 0.401 0.289 0.067
H 7.698 15.820 9.426 -0.122 -0.808 -0.087
O 14.494 12.313 19.827 0.139 -0.051 0.043
H 4.634 3.590 15.322 0.707 -0.135 0.047
H 8.998 10.648 18.805 0.030 -0.192 0.109
C 14.924 11.894 18.800 -2.458 -0.673 0.244
C 9.918 11.923 24.385 0.820 -1.146 0.180
H 5.494 15.628 17.061 0.309 -0.128 -0.493
H 2.921 14.938 13.939 -0.671 0.043 0.061
C 16.200 11.535 17.007 -0.005 -0.585 -1.856
C 9.672 14.237 7.264 0.262 0.290 -5.395
H 14.723 9.954 16.356 0.139 -0.032 0.274
H 9.254 11.299 23.786 0.559 -0.128 -0.595
H 8.471 12.976 9.737 0.295 0.146 0.372
H 4.404 1.763 16.746 -0.266 -0.138 0.225
C 4.432 15.691 15.153 0.076 -1.332 1.418
C 3.036 15.761 14.644 -1.490 -0.900 -0.413
H 4.094 14.617 17.001 -0.226 -0.038 -0.192
H 12.085 3.794 18.184 0.029 -0.237 0.187
H 17.012 9.632 17.441 -0.143 -0.195 0.076
H 18.228 10.756 17.004 0.132 -0.008 -0.718
C 9.701 14.833 9.427 -2.665 0.201 2.295
O 16.142 11.983 18.370 1.706 -0.313 -1.094
H 9.187 12.244 25.127 0.684 0.515 0.417
O 12.541 11.754 26.721 3.000 0.516 2.675
O 6.991 4.024 18.926 -1.958 -0.612 -2.375
O 4.414 18.627 13.468 -1.098 -2.861 2.040
H 13.160 11.723 24.741 0.448 -0.145 0.592
H 3.976 16.381 17.113 -0.379 0.007 -0.117
C 6.122 3.709 18.122 1.398 0.869 0.884
O 14.831 6.583 19.652 -1.368 -3.588 -1.011
O 14.133 11.215 17.893 -0.901 0.128 1.179
H 10.372 12.741 23.826 -0.498 0.050 -0.155
O 9.713 15.283 8.117 1.247 0.127 -1.792
H 11.244 10.116 24.614 0.423 0.294 -0.211
C 11.104 11.105 25.050 -2.037 1.264 1.624
C 6.920 10.134 18.567 0.259 -0.849 0.283
O 5.006 16.922 14.812 0.249 -0.209 -0.462
C 8.498 15.580 10.126 1.460 0.267 -0.024
H 8.052 8.220 17.364 0.344 -0.208 -0.528
H 10.290 12.755 9.644 -0.341 -0.196 0.349
C 8.332 10.236 18.047 -1.041 0.630 -0.028
C 14.130 3.243 18.916 -0.538 0.059 -1.024
H 16.376 12.432 16.413 0.289 -0.059 -0.009
C 11.521 11.261 27.397 -1.378 -0.214 0.534
H 12.239 3.357 19.937 -0.348 0.661 0.073
O 9.314 13.133 7.905 0.260 -0.458 0.030
O 15.037 4.319 19.167 -0.291 0.692 0.675
H 6.518 11.074 18.944 0.138 -0.231 0.202
O 5.202 2.787 18.317 -0.651 -1.049 1.499
O 8.361 11.127 16.951 -0.981 3.461 1.546
H 8.799 16.581 10.433 0.293 -0.072 0.304
C 14.347 5.477 19.385 0.846 1.955 0.736
O 11.427 11.251 28.617 -0.176 -0.416 -3.310
H 12.101 13.018 25.220 -0.047 0.195 0.146
H 14.325 2.954 17.883 -0.099 -0.317 0.083
C 4.650 3.849 16.381 -1.105 0.674 -0.676
H 6.216 9.674 17.874 0.166 0.363 -0.519
O 9.260 9.447 16.142 2.157 -5.467 -0.453
O 5.904 4.223 16.877 1.605 1.054 0.022
H 10.642 14.961 9.963 0.056 0.515 -0.295
C 4.497 15.557 16.626 0.313 -0.090 1.825
C 9.043 10.669 15.966 -1.494 3.185 -6.632
O 9.162 11.185 14.826 0.332 -0.535 3.685
H 9.721 8.682 17.960 -0.121 -0.798 -0.269
O 9.855 14.284 6.006 -0.735 0.135 5.542
C 9.419 13.331 9.333 0.232 -0.282 -1.174
O 13.017 5.233 19.273 -0.230 0.473 0.534
C 14.768 10.999 16.662 0.817 1.117 0.611
C 17.223 10.433 16.733 -0.345 0.286 1.562
H 3.955 4.687 16.439 0.066 0.221 0.345
C 4.120 17.578 14.068 2.053 4.859 -3.390
C 12.703 3.847 19.081 1.581 0.032 -0.341
H 14.266 11.614 15.915 0.101 -0.051 -0.156
O 10.634 10.847 26.414 -0.449 -0.651 1.772
H 2.250 15.773 15.400 0.083 -0.233 0.077
H 4.817 14.791 14.675 1.222 0.506 -0.195
H 17.059 9.994 15.748 0.471 0.418 -0.121
C 12.340 11.972 25.414 -1.331 -0.134 -3.689
H 8.184 15.018 11.006 -0.247 0.131 -0.101
H 7.025 9.343 19.309 -0.398 0.345 0.778
C 4.250 2.710 17.263 0.085 -0.670 0.052
H 3.245 2.805 17.674 0.131 -0.193 -0.033
O 2.964 16.964 13.933 -0.425 0.367 -0.166
C 8.841 8.972 17.387 0.637 0.285 1.824
```
Positions in Å, forces in eV/Å.

Output
E_tot ... -70573.201 eV
Multiplicity ... 1
Energy above the lowest of the compared OMol25 structures with the same formula, charge and spin ... 418.5 kJ/mol
Highest occupied orbital energy ... -0.384 hartree
LUMO ... -0.02 eV
Total charge ... 0
SMILES ... C[C@H]1COC(=O)O1.C[C@H]1COC(=O)O1.C[C@H]1COC(=O)O1.C[C@H]1COC(=O)O1.C[C@H]1COC(=O)O1.O=C1OCCO1.O=C1OCCO1

***

C27H47BBrClF3I2NO11SSi | ωB97M-V/def2-TZVPD

```
96
Properties=species:S:1:pos:R:3:forces:R:3
H -4.787 3.072 6.098 0.085 -0.024 -0.349
C 6.980 -0.171 -0.004 -0.188 -0.124 -0.112
H 3.843 2.526 2.086 -1.856 -1.022 0.673
H -0.528 1.962 2.427 0.078 -1.974 0.455
H -7.187 2.280 3.212 -0.103 -0.062 0.059
H 10.702 0.769 0.188 -0.045 -0.351 -0.060
F 3.297 1.825 -4.120 -3.543 3.625 0.209
H 2.872 2.856 -1.731 -1.951 0.380 -1.369
C 2.790 0.383 -0.499 4.607 0.346 -0.384
H 1.036 3.907 1.334 1.378 -0.201 -0.909
H 7.207 0.898 -0.066 0.102 -0.127 -0.026
H -1.719 -3.756 0.787 1.392 -1.885 0.376
I 2.355 -2.217 1.144 -0.566 1.655 -0.159
H -1.228 2.000 0.174 0.444 -2.018 -1.380
H 6.160 -0.348 -1.994 0.063 -0.039 0.131
F 3.170 4.195 -4.260 -2.549 -4.087 0.553
C -2.205 -4.422 -2.179 -1.115 0.169 -1.137
H -1.282 0.118 0.187 0.995 1.778 -1.481
H -4.152 -0.051 -2.129 1.088 0.580 2.277
C 0.507 1.142 -1.023 -3.093 -1.613 0.145
F 1.227 2.990 -4.902 3.686 -0.384 3.039
H 0.034 -4.522 1.259 -2.395 -0.237 -0.902
S -5.727 2.213 -1.122 -3.893 -1.736 -4.897
C -3.564 0.233 -1.134 0.419 0.261 -1.866
C -0.413 -6.869 -1.511 -0.377 -0.486 -0.457
C -4.534 1.125 -0.159 2.224 -0.854 1.146
H -0.840 0.975 4.020 0.174 -0.106 -2.683
B 2.102 2.231 1.096 1.008 1.278 2.723
H 10.222 -0.472 -1.000 -0.052 0.078 0.078
C 9.859 0.204 -0.221 0.152 0.729 0.007
H 7.874 -0.793 -1.881 -0.072 0.077 -0.001
C 2.337 2.977 -3.929 2.164 1.111 -1.431
H -3.181 -0.774 -0.668 -1.118 2.009 -0.407
H 0.605 -7.278 -1.104 -2.033 0.670 -0.678
C -1.008 -4.692 0.719 0.299 -0.227 -0.180
C -1.043 1.041 -0.513 -1.100 0.509 0.606
H -6.358 2.550 5.546 -0.053 0.047 -0.229
C 6.912 -0.834 -1.365 0.123 -0.071 -0.165
H -0.021 3.341 -1.188 1.525 -1.781 -1.393
H -1.338 -7.382 -0.970 2.054 0.823 -1.073
H -2.240 -4.968 -3.235 0.062 1.173 2.223
Si -0.653 -4.950 -1.177 0.720 -0.762 0.516
C -2.205 1.061 -1.652 -1.364 0.132 0.049
H -0.042 -3.148 -3.377 1.295 0.354 2.273
C 9.244 -0.605 0.883 1.001 -0.891 1.084
H -0.185 2.488 -2.853 1.499 -0.517 2.210
H -7.079 0.877 2.160 -0.148 -0.041 0.132
O 7.918 -0.852 0.853 0.227 -0.003 0.540
H -2.314 -3.274 -2.381 0.156 -2.114 0.441
C -0.018 -1.601 -1.606 -0.966 -0.333 -0.835
H -0.495 -7.132 -2.669 0.237 0.569 2.482
O 4.080 0.505 -0.186 -7.876 -0.516 -1.820
Br 0.629 -0.124 -3.924 -0.246 0.428 0.811
C -7.454 1.223 3.129 0.086 0.169 -0.086
O 1.854 3.657 0.813 -0.996 -2.725 1.006
C 1.922 3.151 -2.357 -0.097 1.741 0.338
I 0.076 -2.100 3.803 -0.199 1.911 -0.994
O -5.410 0.454 4.207 0.429 -0.350 0.150
C -6.850 0.405 4.253 -0.205 0.137 -0.126
H 9.184 0.938 -0.657 -0.069 -0.174 -0.155
H -7.128 -0.646 4.121 0.360 0.153 0.060
H 0.863 4.906 -2.434 2.070 -0.676 0.501
C 0.849 -0.243 -1.898 0.896 -0.104 0.144
O 1.803 4.637 -2.152 -1.690 -1.817 -0.899
O -7.195 1.724 -0.966 5.508 1.747 0.203
O 3.019 1.955 2.260 -0.566 1.403 -3.906
H 6.002 -0.250 0.484 0.517 -0.091 0.064
O -5.298 2.335 -2.619 -0.842 -0.121 5.945
O 9.950 -1.101 1.759 -1.562 0.748 -1.384
C 0.621 -2.923 -2.410 1.094 0.749 -0.732
H -0.253 -1.822 -0.483 0.909 0.377 -1.991
H 1.695 -2.652 -2.855 -2.335 -0.521 1.069
C 0.239 -0.310 2.475 2.131 1.003 -3.357
C -4.660 1.423 4.771 1.640 0.087 0.004
N 2.359 -0.270 -1.793 -0.171 0.379 4.186
C 0.509 2.525 -1.881 -0.117 0.624 -0.106
H 2.834 -1.194 -1.708 -0.646 0.661 -0.768
O 0.826 -4.090 -1.543 -2.479 0.765 -1.158
H -5.285 3.425 4.422 -0.025 -0.075 0.080
H -1.931 0.589 -2.684 -0.160 0.901 2.043
H -1.079 -1.440 -2.131 2.327 -0.050 1.297
C -0.768 0.904 2.831 -0.914 -0.723 1.282
H -1.509 -5.698 1.087 0.846 2.295 -0.433
C 1.202 -0.312 1.342 -3.347 -0.052 3.188
H -8.545 1.140 3.135 0.147 -0.010 -0.028
H -3.823 1.844 0.461 -1.756 -1.326 -1.211
H -7.223 0.701 5.238 0.141 0.071 -0.110
H -3.153 -4.771 -1.577 1.774 0.654 -1.142
H 6.653 -1.893 -1.261 -0.048 0.166 0.061
H -1.882 0.655 2.479 2.478 0.339 0.740
C -5.327 2.687 5.227 -0.208 0.120 0.691
Cl -5.621 4.125 -0.194 0.188 -1.289 -0.488
H -2.575 2.155 -1.860 0.873 -2.017 0.243
O -3.438 1.304 4.838 -2.146 -0.186 -0.370
H -5.095 0.404 0.571 0.560 1.774 -1.483
C 1.430 0.942 0.312 3.047 -0.859 -1.224
```
Positions in Å, forces in eV/Å.

Output
E_tot ... -179073.866 eV
Multiplicity ... 1
Highest occupied orbital energy ... -0.336 hartree
LUMO ... -1.46 eV
Total charge ... 0

***

C8H23HfNO12S2 | ωB97M-V/def2-TZVPD

```
47
Properties=species:S:1:pos:R:3:forces:R:3
O -1.804 0.555 0.817 1.554 2.392 0.636
C 0.356 -0.205 2.954 0.387 -0.380 0.073
H 1.727 -3.159 0.500 -0.036 -0.192 -0.061
H 0.551 4.006 1.137 -0.606 -0.011 -0.426
H -1.649 -2.389 -2.294 0.197 0.087 0.412
N 0.824 0.724 1.884 -0.409 0.626 1.189
O -2.395 -1.453 2.041 -0.079 0.059 0.102
C 0.359 2.110 2.154 -0.525 0.556 -0.771
H 1.800 0.837 2.161 0.392 -0.584 -1.298
H -2.929 1.923 -2.714 0.270 -0.109 -0.100
H 0.369 -2.253 3.371 0.128 -0.458 -0.251
H -3.240 0.186 -2.708 -0.038 -0.083 0.285
H -0.724 2.140 2.270 0.026 -0.255 0.083
H 0.693 -3.913 1.748 -0.112 0.021 0.034
O 0.307 -1.929 1.302 -0.376 0.253 0.235
C -0.644 -2.634 -2.618 0.029 0.215 -0.498
Hf 0.076 -0.050 -0.258 0.320 -0.749 -0.879
H 0.829 2.539 3.042 0.040 -0.167 0.083
H -0.640 -2.584 -3.710 0.112 -0.160 0.016
H 1.260 3.331 -1.635 0.124 -0.211 0.443
O 0.321 -1.669 -2.126 -0.809 -0.415 0.054
O 2.133 -0.850 -0.173 -1.312 -2.445 3.011
O -1.710 -1.333 -0.279 1.336 -1.632 -1.981
H 1.154 -1.983 -2.507 0.399 0.708 0.497
S 2.943 0.021 -1.048 1.285 1.559 -0.685
H -1.055 0.531 -3.051 0.371 -0.058 0.139
S -2.568 -0.739 0.800 -1.464 -0.721 0.920
C 0.228 3.284 -1.271 0.656 1.027 -1.488
H 1.813 2.855 0.759 0.002 0.064 0.033
H 0.019 -3.598 0.137 -0.072 0.138 -0.016
H -0.061 4.298 -0.987 -0.085 -0.125 0.396
H -0.335 3.086 -2.184 -0.410 -0.826 0.568
H 1.891 -1.676 2.553 0.072 -0.133 0.248
O 1.707 0.715 -1.605 -1.580 1.265 -1.240
H -0.716 -0.170 3.130 -0.057 0.114 -0.478
O 0.080 2.382 -0.189 -0.766 0.367 -0.047
H -0.348 -3.630 -2.291 -0.190 -0.052 0.027
O 3.701 -0.751 -1.993 -0.533 -0.092 -0.406
C 0.711 -3.238 0.894 0.311 0.190 -0.191
O 3.735 0.981 -0.311 -0.269 -0.090 0.240
C -2.729 0.988 -2.174 -0.808 0.625 -0.640
O -3.939 -0.566 0.390 0.562 0.106 -0.153
H 0.853 0.083 3.886 -0.062 -0.072 0.060
C 0.732 2.949 0.944 1.219 -0.866 0.884
O -1.320 0.730 -2.148 0.493 0.011 0.615
C 0.800 -1.617 2.596 -0.135 0.969 0.104
H -3.165 1.138 -1.193 0.448 -0.464 0.221
```
Positions in Å, forces in eV/Å.

Output
E_tot ... -57710.713 eV
Multiplicity ... 1
Energy above the lowest of the compared OMol25 structures with the same formula, charge and spin ... 7.2 kJ/mol
Highest occupied orbital energy ... -0.348 hartree
LUMO ... 0.17 eV
Total charge ... 0

***

C3H4Cl2S | ωB97M-V/def2-TZVPD

```
10
Properties=species:S:1:pos:R:3:forces:R:3
Cl -0.386 2.071 -0.061 -0.856 -0.234 -0.089
S 2.195 -1.583 -0.377 -0.515 0.686 0.503
H 0.490 0.299 1.890 1.604 2.810 4.769
H -1.727 0.648 1.306 -0.089 0.827 0.630
H 1.544 0.714 -0.179 0.395 -0.847 0.175
C -0.989 0.510 0.548 0.928 -1.824 0.732
C 1.368 -0.313 0.202 0.178 -0.020 -0.714
C 0.225 -0.316 1.184 -1.566 -2.199 -5.595
Cl -1.910 -0.557 -0.527 0.191 0.306 -0.845
H -0.027 -1.355 1.413 -0.271 0.495 0.435
```
Positions in Å, forces in eV/Å.

Output
E_tot ... -39054.597 eV
Multiplicity ... 1
Energy above the lowest of the compared OMol25 structures with the same formula, charge and spin ... 75.4 kJ/mol
Highest occupied orbital energy ... -0.325 hartree
LUMO ... -0.33 eV
Total charge ... 0
SMILES ... S=CCC(Cl)Cl

***

C4H6N2O2 | ωB97M-V/def2-TZVPD

```
14
Properties=species:S:1:pos:R:3:forces:R:3
H 1.106 1.208 1.390 -0.618 -1.790 -0.509
O 0.930 1.801 -0.431 1.905 2.714 -3.506
H -2.301 -0.964 -0.454 -0.009 -1.215 -0.327
H 2.842 -0.351 -0.029 2.507 -0.094 0.057
O -0.247 -1.251 -0.124 -2.799 -0.364 0.260
H -3.322 0.297 -0.567 1.391 -1.170 1.904
C 0.909 0.709 0.372 0.110 0.769 2.204
N -2.612 -0.200 0.104 -1.628 2.880 -2.392
H 1.291 -2.664 -0.231 -0.345 1.830 -0.037
C 1.837 -0.467 0.095 -3.301 -0.718 -0.568
H 0.435 2.612 -0.217 0.070 -1.211 0.637
N -1.496 0.718 0.107 -1.670 -0.718 0.728
C 1.045 -1.559 -0.126 3.089 0.486 0.416
C -0.417 0.111 0.110 1.298 -1.397 1.132
```
Positions in Å, forces in eV/Å.

Output
E_tot ... -11317.188 eV
Multiplicity ... 1
Energy above the lowest of the compared OMol25 structures with the same formula, charge and spin ... 371.9 kJ/mol
Highest occupied orbital energy ... -0.327 hartree
LUMO ... 0.80 eV
Total charge ... 0
SMILES ... N/N=C1\OC=C[C@H]1O

***

C24H20ClNPPbS | ωB97M-V/def2-TZVPD

```
49
Properties=species:S:1:pos:R:3:forces:R:3
H 3.558 1.398 2.697 0.002 -0.014 -0.192
C -0.740 -2.622 4.118 1.182 3.694 1.986
H 1.295 0.737 1.943 0.055 0.088 -0.017
C 4.158 1.136 -0.637 -0.115 0.002 0.086
C -2.743 3.064 -1.025 0.018 0.019 0.015
H 0.831 -1.495 -6.031 -0.035 0.067 0.226
H -0.020 -3.418 4.387 -0.527 0.941 0.132
C -2.499 -5.240 4.110 -4.544 -11.989 7.596
C 4.407 1.363 0.714 -0.181 -0.045 -0.068
Cl -2.691 -2.560 0.008 -1.560 -0.090 -0.930
C 0.322 -0.284 -2.360 -0.141 -0.741 -0.380
C 1.833 0.639 -0.150 0.423 -0.089 0.568
H -1.768 0.319 2.747 0.087 0.102 0.161
H 0.558 -0.847 3.634 -0.298 -0.186 -0.018
S -1.854 -4.314 2.986 1.571 -4.107 -6.170
C 0.898 -2.038 -3.943 0.022 -0.011 0.014
H 1.113 3.039 -0.622 -0.140 0.033 -0.001
C -2.036 4.268 -1.006 0.104 -0.202 0.017
H -2.564 5.214 -1.105 0.112 -0.205 0.018
P 0.121 0.182 -0.603 0.466 0.462 -0.293
H -0.187 1.618 -3.245 0.013 -0.139 -0.059
C 2.098 0.856 1.219 0.232 -0.074 -0.651
C 3.371 1.225 1.640 -0.041 -0.020 0.051
C 0.295 0.154 -4.748 0.056 -0.059 0.129
C 0.690 -1.157 -5.006 -0.025 0.072 0.226
N -2.956 -6.170 4.864 3.553 7.434 -5.717
H -2.820 -3.739 4.083 -2.196 2.998 3.776
C 0.113 0.592 -3.435 0.037 -0.181 0.206
C 2.880 0.778 -1.071 -0.152 0.016 0.251
C -0.437 -1.289 3.672 -0.941 -1.973 2.647
C -0.669 1.825 -0.750 -0.691 0.331 0.266
H 5.404 1.643 1.048 -0.217 -0.059 -0.066
H 2.696 0.611 -2.128 0.041 0.011 0.136
H 4.961 1.238 -1.365 -0.152 -0.018 0.143
C -2.072 1.854 -0.887 0.479 0.135 0.081
C 0.032 3.040 -0.731 -0.156 -0.207 -0.003
H 0.855 -2.303 -1.807 0.015 -0.023 -0.093
H -2.625 0.917 -0.888 -0.017 0.079 -0.044
H -3.825 3.069 -1.138 0.197 0.007 0.014
C 0.707 -1.613 -2.633 -0.175 0.567 -0.124
C -0.651 4.251 -0.856 -0.044 -0.130 -0.027
C -1.679 -0.671 3.175 -1.327 -0.340 1.476
H 1.203 -3.064 -4.137 -0.066 0.195 0.023
H -3.791 -1.526 2.954 0.693 0.451 0.320
H 0.128 0.845 -5.571 0.033 -0.133 0.167
Pb -0.883 -2.284 1.526 2.730 0.281 -5.323
C -2.174 -2.878 3.885 0.398 4.911 -0.122
H -0.092 5.185 -0.838 -0.106 -0.183 -0.010
C -2.750 -1.552 3.310 1.325 -1.680 -0.420
```
Positions in Å, forces in eV/Å.

Output
E_tot ... -64583.455 eV
Multiplicity ... 1
Energy above the lowest of the compared OMol25 structures with the same formula, charge and spin ... 0.0 kJ/mol
Highest occupied orbital energy ... -0.413 hartree
LUMO ... -5.18 eV
Total charge ... +1